No. 1
{"formula": "C2H6N2S", "method": "wB97M-V/def2-TZVPD", "multiplicity": 1, "lumo_energy_ev": [0.0, 0.0], "relative_energy_kj_mol": 359.7, "energy_ha": -587.36700, "charge": 0, "homo_energy_ha": [-0.278, -0.275], "species": ["C", "C", "N", "N", "S", "H", "H", "H", "H", "H", "H"], "xyz": [[1.70624, 0.14962, -0.62137], [-2.50080, 0.17200, 0.19997], [-1.48038, -0.52014, -0.51045], [2.71922, -0.01637, 0.21935], [0.03724, -0.33661, 0.11543], [1.86375, 0.02491, -1.68432], [-2.77891, 1.09206, -0.32908], [-2.24248, 0.42836, 1.23483], [-3.37195, -0.48873, 0.20047], [3.55629, -0.53262, -0.02713], [2.49180, 0.02752, 1.20231]], "atomic_forces_ev_per_a": [[-2.8, -0.7, 0.1], [-0.4, 0.7, 0.3], [3.5, -0.3, -0.5], [0.3, 0.0, 0.0], [-0.5, -0.1, -0.2], [0.2, 0.2, -0.1], [-0.2, 0.0, 0.2], [-0.1, 0.0, 0.1], [0.0, 0.1, 0.0], [-0.2, 0.1, 0.0], [0.2, 0.0, 0.1]], "nbo_charge": [-0.113, -0.437, -0.733, -0.755, 0.498, 0.198, 0.183, 0.165, 0.204, 0.393, 0.398]}

***

No. 2
{"formula": "C31H24ClO12S2", "method": "wB97M-V/def2-TZVPD", "multiplicity": 1, "lumo_energy_ev": -6.2, "relative_energy_kj_mol": 0.0, "energy_ha": -3354.59661, "charge": 1, "homo_energy_ha": -0.406, "species": ["O", "S", "O", "C", "S", "Cl", "H", "H", "H", "H", "C", "C", "C", "O", "C", "C", "C", "O", "H", "H", "H", "H", "C", "C", "C", "O", "C", "C", "C", "O", "H", "H", "H", "H", "C", "C", "C", "O", "C", "C", "C", "O", "H", "H", "H", "H", "C", "C", "C", "O", "C", "C", "C", "O", "H", "H", "H", "H", "C", "C", "C", "O", "C", "C", "C", "O", "H", "H", "H", "H"], "xyz": [[3.69882, 1.55175, -7.07460], [4.67444, 1.81697, -8.07985], [5.82687, 2.63284, -7.87135], [5.28115, 0.14964, -8.49263], [6.68822, -0.00717, -9.61647], [6.76629, 1.63478, -10.71417], [4.03774, 2.20329, -9.21145], [5.61921, -0.21792, -7.51759], [4.47454, -0.48743, -8.85573], [7.66213, 0.25621, -8.71493], [2.47655, 0.28051, -3.93860], [3.01799, -0.57430, -4.79970], [3.40110, -1.94949, -4.39818], [3.92351, -2.69204, -5.20814], [3.13841, -2.35858, -3.00221], [2.58291, -1.51571, -2.13325], [2.22161, -0.13317, -2.53363], [1.73410, 0.63881, -1.73387], [2.19900, 1.29204, -4.20745], [3.21026, -0.31985, -5.83086], [3.41638, -3.37033, -2.73539], [2.36298, -1.78169, -1.10452], [-3.52465, 0.85011, 0.07096], [-3.50945, 1.89484, 0.89550], [-2.36752, 2.84435, 0.90267], [-2.34632, 3.80220, 1.64840], [-1.24756, 2.58627, -0.03663], [-1.26486, 1.54111, -0.85858], [-2.40636, 0.59166, -0.86849], [-2.41728, -0.36021, -1.62099], [-4.34454, 0.14366, 0.04263], [-4.31966, 2.11072, 1.57994], [-0.42730, 3.29260, -0.00798], [-0.45918, 1.32685, -1.54625], [2.58556, -2.18960, 4.22909], [2.37152, -2.79734, 3.06474], [2.24400, -2.01555, 1.81468], [2.04133, -2.56500, 0.74694], [2.35865, -0.53861, 1.89463], [2.57291, 0.06641, 3.05963], [2.70541, -0.71249, 4.32027], [2.90159, -0.15733, 5.37809], [2.68114, -2.73761, 5.15803], [2.27956, -3.87177, 2.97974], [2.24885, 0.00534, 0.96342], [2.65770, 1.14161, 3.15390], [-7.28691, 4.75213, 3.80112], [-7.29281, 5.78074, 4.64395], [-6.14627, 6.72352, 4.71596], [-6.15175, 7.65912, 5.48512], [-4.99562, 6.47200, 3.81223], [-4.98833, 5.44371, 2.96808], [-6.13580, 4.50657, 2.89714], [-6.13750, 3.56748, 2.12646], [-8.10849, 4.05094, 3.72817], [-8.11911, 5.98445, 5.31299], [-4.17150, 7.16991, 3.88739], [-4.15586, 5.23092, 2.30981], [-2.11760, -5.45202, 4.91518], [-0.80010, -5.31558, 5.03662], [0.10546, -5.57482, 3.89224], [1.30881, -5.44210, 4.00146], [-0.50447, -5.99171, 2.60711], [-1.82172, -6.12800, 2.48377], [-2.73367, -5.86822, 3.62827], [-3.93263, -5.98829, 3.51542], [-2.80247, -5.26951, 5.73333], [-0.32642, -5.01287, 5.96183], [0.18152, -6.17089, 1.78890], [-2.29451, -6.42885, 1.55768]], "atomic_forces_ev_per_a": [[0.1, 0.2, -0.3], [0.1, -0.1, 0.5], [-0.1, -0.1, -0.1], [-0.1, 0.1, 0.0], [0.0, -0.3, 0.2], [0.0, 0.0, 0.0], [0.1, 0.0, 0.0], [0.0, -0.1, -0.1], [0.0, 0.0, -0.1], [0.0, 0.2, -0.1], [0.0, 0.0, 0.0], [-0.1, 0.0, 0.1], [0.0, 0.0, 0.0], [0.1, 0.0, 0.0], [0.0, 0.0, 0.0], [0.0, 0.1, -0.1], [0.0, 0.0, 0.1], [0.1, 0.0, 0.0], [0.0, 0.0, 0.0], [0.0, 0.0, 0.0], [0.0, 0.0, 0.0], [0.0, 0.0, -0.1], [0.0, 0.0, 0.0], [0.0, 0.0, 0.0], [0.0, 0.0, 0.0], [0.0, 0.0, 0.0], [0.0, 0.0, 0.0], [0.0, 0.0, 0.0], [0.0, 0.0, 0.0], [0.0, 0.0, 0.0], [0.0, 0.0, 0.0], [0.0, 0.1, 0.0], [0.0, 0.0, 0.0], [0.0, 0.0, 0.0], [0.0, 0.0, 0.0], [0.1, 0.1, -0.1], [-0.1, 0.1, 0.0], [0.0, -0.1, 0.1], [0.0, 0.0, 0.0], [0.0, 0.0, 0.0], [0.0, 0.0, 0.0], [0.0, 0.0, 0.0], [0.0, 0.0, 0.0], [0.0, 0.1, 0.0], [0.0, 0.0, 0.0], [0.0, 0.0, 0.0], [0.0, 0.0, 0.0], [0.0, 0.0, 0.0], [0.0, 0.0, 0.0], [0.0, 0.0, 0.0], [0.0, 0.0, 0.0], [0.0, 0.0, 0.0], [0.0, 0.0, 0.0], [0.0, 0.0, 0.0], [0.0, 0.0, 0.0], [0.0, 0.0, 0.0], [0.0, 0.0, 0.0], [0.0, 0.0, 0.0], [0.0, 0.0, 0.0], [0.0, 0.0, 0.0], [0.0, 0.0, 0.0], [-0.1, -0.1, 0.1], [0.0, 0.0, 0.0], [0.0, 0.0, 0.0], [0.0, 0.0, 0.0], [0.0, 0.0, 0.0], [0.0, 0.0, 0.0], [0.0, 0.0, 0.0], [0.0, 0.0, 0.0], [0.0, 0.0, 0.0]], "nbo_charge": [-0.873, 2.037, -0.890, -0.871, 0.720, 0.036, 0.025, 0.318, 0.302, 0.198, -0.207, -0.246, 0.484, -0.524, -0.235, -0.228, 0.485, -0.505, 0.233, 0.214, 0.238, 0.276, -0.225, -0.233, 0.484, -0.510, -0.227, -0.232, 0.477, -0.497, 0.233, 0.257, 0.229, 0.242, -0.222, -0.238, 0.493, -0.535, -0.241, -0.218, 0.473, -0.474, 0.240, 0.258, 0.237, 0.235, -0.227, -0.226, 0.473, -0.481, -0.216, -0.242, 0.487, -0.518, 0.231, 0.235, 0.232, 0.252, -0.221, -0.229, 0.486, -0.521, -0.230, -0.221, 0.473, -0.473, 0.238, 0.234, 0.233, 0.236]}